# C3H2MgO2Rb

C3H2MgO2Rb as an isolated structure (the ωB97M-V functional and the def2-TZVPD basis, OMol25).

Values from the calculation:
* multiplicity: 2
* M: 179.820 u
* highest occupied orbital energy (alpha / beta): -0.1757 / -0.1879 hartree
* HOMO-LUMO gap (alpha / beta): 0.137 / 0.148 Eh
* total charge: 0
* calculated total energy: -13328.24489 eV

Positions of all 9 atoms, in Å:
C1 0.5571 0.4576 -0.0274
Rb1 -1.9578 -2.4578 1.6040
O1 -0.9482 0.3399 0.6546
C2 -0.7260 0.7305 -0.6977
H1 -0.8995 1.7942 -0.9029
H2 -1.1064 0.0456 -1.4671
Mg1 2.5866 0.6638 0.8655
O2 1.8318 -0.7108 -0.5141
C3 0.6623 -0.8630 0.4851

# C3H2MnO2

C3H2MnO2 as an isolated structure (the ωB97M-V functional and the def2-TZVPD basis, OMol25).

Values from the calculation:
* ΔE to the lowest compared entry with this formula, charge and spin: 4.592 eV
* multiplicity: 6
* M: 124.985 u
* highest occupied orbital energy (alpha / beta): -0.6440 / -0.5561 hartree
* HOMO-LUMO gap (alpha / beta): 0.314 / 0.121 Eh
* total charge: +2
* calculated total energy: -38531.68906 eV

Positions of all 8 atoms, in Å:
O1 1.2141 -2.7346 0.7255
C1 0.8063 -2.6917 2.1855
C2 -0.0532 -3.2108 1.4133
H1 1.3011 -2.2802 3.0548
H2 -0.9614 -3.6453 1.0183
C3 0.0417 -0.1821 -0.0971
O2 -0.7891 0.5354 0.2497
Mn1 -2.2153 1.6591 1.0082

Q: Which of these has the highest calculated total energy?
A: C3H2MgO2Rb